Model i:
{"formula": "C13H18N2O4", "method": "ωB97M-V/def2-TZVPD", "species": ["C", "H", "H", "O", "H", "C", "C", "C", "N", "C", "C", "C", "N", "C", "H", "H", "C", "H", "H", "C", "O", "C", "H", "H", "H", "H", "H", "O", "C", "H", "H", "H", "O", "C", "H", "H", "H"], "coordinates": [[3.834, 1.768, 2.683], [-2.848, -2.122, -1.740], [4.134, 2.366, 3.578], [0.628, -0.310, 3.139], [-1.451, 0.980, -3.015], [-2.401, -0.726, -3.395], [0.750, 1.005, 0.506], [2.538, 1.867, 2.136], [-1.226, -0.567, 0.104], [0.035, -0.335, 0.837], [-0.404, -0.480, 2.321], [3.035, 0.210, 0.548], [-3.660, -0.286, -1.187], [-1.217, -0.712, -1.219], [0.957, 0.963, -0.584], [5.062, -0.601, 0.614], [4.717, 0.869, 2.105], [-3.710, 0.640, -1.694], [-2.079, -0.426, 0.639], [-3.639, -1.049, -4.238], [-0.180, -0.766, -1.919], [2.136, 1.071, 1.079], [0.167, 1.904, 0.701], [-4.472, -0.379, -4.062], [1.871, 2.626, 2.576], [-1.512, -1.286, -3.733], [5.694, 0.776, 2.559], [-2.248, 0.711, -3.506], [-2.618, -1.028, -1.887], [-4.512, -0.741, -1.495], [0.430, -0.326, 4.049], [-3.443, -0.845, -5.313], [-1.509, -0.788, 2.712], [4.384, 0.096, 1.027], [0.701, -1.168, 0.653], [2.726, -0.394, -0.376], [-3.944, -2.115, -4.196]], "mulliken_charge": [-0.66, 0.44, 0.33, -0.36, 0.38, 0.21, -1.10, -0.14, -0.17, 0.18, 0.33, 0.11, -0.73, -0.16, 0.32, 0.45, -0.17, 0.29, 0.39, -1.49, -0.70, 0.28, 0.48, 0.35, 0.34, 0.35, 0.35, -0.61, 0.37, 0.31, 0.34, 0.36, -0.61, -1.07, 0.45, 0.24, 0.35], "orbital_gap_ha": 0.363, "lumo_ha": 0.022, "homo_energy_ev": -9.3, "smiles": "C[C@@H](O)[C@H](N)C(=O)N[C@@H](Cc1ccccc1)C(=O)O", "mol_weight_g_mol": 266.3}

---

Model ii:
{"formula": "C13H18N2O4", "method": "ωB97M-V/def2-TZVPD", "species": ["H", "C", "C", "H", "O", "C", "C", "H", "C", "C", "O", "H", "H", "H", "H", "C", "C", "H", "H", "H", "O", "H", "C", "H", "N", "H", "H", "H", "H", "C", "C", "O", "H", "H", "C", "N", "C"], "coordinates": [[-2.100, 0.502, 1.222], [0.303, 0.871, -0.767], [3.804, -0.364, -0.234], [5.556, -1.117, -0.410], [-0.082, 0.244, -1.745], [-3.030, 0.918, 0.833], [1.595, 0.555, -0.094], [-2.916, -0.062, -1.079], [2.594, -0.050, -0.845], [-1.645, 2.376, -0.760], [-1.381, -2.004, -1.089], [-1.890, 1.747, -1.617], [-2.803, -3.206, 0.837], [-4.543, 0.418, -0.610], [-0.005, 2.384, 0.557], [-2.752, 2.325, 0.298], [3.950, -0.051, 1.116], [-0.656, -1.504, -1.530], [-3.661, 2.736, -0.146], [1.091, 1.198, 1.919], [-0.448, -1.246, 0.787], [-2.579, -1.845, 1.946], [-2.674, -2.125, 0.897], [-4.211, -2.018, -0.610], [2.992, 0.502, 1.837], [-1.535, 3.409, -1.111], [-2.467, 2.971, 1.132], [-4.700, -1.420, 0.977], [-3.736, 0.992, 1.663], [-1.380, -1.752, 0.210], [-3.606, -0.007, -0.238], [4.785, -0.947, -0.965], [4.875, -0.263, 1.641], [2.437, -0.272, -1.889], [1.844, 0.792, 1.258], [-0.373, 1.914, -0.254], [-3.885, -1.431, 0.250]], "mulliken_charge": [0.10, 0.43, 0.84, 0.29, -0.88, -0.28, 0.87, 0.20, -0.87, -0.76, -0.52, 0.38, 0.39, 0.47, 0.22, -0.91, -0.43, 0.47, 0.38, 0.42, -0.57, 0.31, -0.59, 0.37, -0.67, 0.35, 0.38, 0.38, 0.43, 0.42, -0.48, -0.52, 0.28, 0.49, -0.46, -0.05, -0.90], "orbital_gap_ha": 0.357, "lumo_ha": 0.025, "homo_energy_ev": -9.0, "smiles": "O=C(O)CCCCCCNC(=O)c1cncc(O)c1", "mol_weight_g_mol": 266.3}

---

Which of them is the most stable, and which is the least stable? model ii and model i, in that order.

---

Model i:
{"formula": "C12H16O3", "method": "ωB97M-V/def2-TZVPD", "species": ["H", "C", "C", "H", "H", "H", "H", "H", "C", "C", "H", "C", "H", "H", "H", "C", "H", "C", "O", "H", "H", "H", "H", "C", "O", "C", "C", "H", "O", "C", "C"], "coordinates": [[1.934, 0.379, 1.285], [1.755, -2.658, 0.213], [-3.075, 2.692, 0.757], [-2.046, 1.259, -1.171], [1.402, 2.062, 1.321], [0.938, 1.072, 2.511], [3.741, -3.446, -2.399], [-1.015, 3.229, 1.048], [2.843, -3.056, -1.863], [-1.580, 2.373, 0.633], [3.573, -3.875, -0.103], [0.789, -1.750, -0.264], [-3.206, 3.797, 0.983], [1.951, -2.137, -3.628], [-1.234, 2.866, -1.474], [2.748, -3.350, -0.567], [-0.297, -1.316, 1.635], [1.136, 1.047, 1.486], [-0.078, 1.342, -0.648], [0.053, -0.963, -2.081], [-3.649, 2.378, -0.095], [-3.364, 1.113, 1.743], [-1.256, -1.363, 0.041], [0.811, -1.661, -1.660], [-3.681, 1.991, 1.825], [-0.326, -0.974, 0.600], [-0.109, 0.642, 0.670], [1.832, -2.595, 1.264], [-1.235, 1.146, 1.302], [1.916, -2.213, -2.541], [-1.271, 1.969, -0.823]], "mulliken_charge": [0.45, 0.02, -0.59, 0.38, 0.40, 0.43, 0.28, 0.33, 0.05, 0.35, 0.32, 0.40, 0.30, 0.38, 0.36, -0.85, 0.42, -1.88, -0.39, 0.22, 0.29, 0.35, 0.29, -0.05, -0.58, -1.16, 1.30, 0.34, -0.49, -0.94, -0.74], "orbital_gap_ha": 0.356, "lumo_ha": 0.030, "homo_energy_ev": -8.9, "smiles": "C[C@]1(Cc2ccccc2)OC[C@@H](CO)O1", "mol_weight_g_mol": 208.3}

---

Model ii:
{"formula": "C12H16O3", "method": "ωB97M-V/def2-TZVPD", "species": ["C", "H", "O", "C", "H", "H", "H", "H", "C", "C", "C", "C", "H", "H", "H", "C", "O", "O", "C", "H", "H", "C", "H", "H", "H", "H", "H", "H", "C", "C", "C"], "coordinates": [[1.628, -0.685, 0.225], [2.117, -0.834, -2.758], [1.034, -0.833, 2.509], [-1.806, -0.284, 1.201], [0.464, 1.887, -1.734], [-0.788, 2.558, 1.118], [2.512, 0.785, -2.357], [-2.428, 1.546, 0.427], [0.762, -0.469, 1.381], [-0.289, 0.457, -0.660], [-0.147, 1.761, 1.624], [-2.830, 0.740, 1.034], [-2.988, -1.695, -0.005], [-1.154, -2.073, 0.194], [-0.974, -1.273, -1.936], [-1.859, -1.277, 0.081], [-0.315, 1.789, -1.154], [-3.933, 0.748, 1.437], [1.078, -0.188, -0.930], [2.949, -2.423, 0.290], [-0.281, 1.581, 2.704], [2.911, -1.332, 0.335], [0.699, 0.263, -2.919], [-1.791, -0.820, 2.139], [3.475, -1.024, 1.190], [0.818, 2.184, 1.457], [3.406, -1.046, -0.526], [-2.146, 0.062, -1.806], [1.661, -0.023, -2.328], [-1.388, -0.520, -1.174], [-0.396, 0.440, 0.943]], "mulliken_charge": [0.67, 0.54, -0.67, 0.30, 0.50, 0.33, 0.34, 0.44, -0.60, 1.53, -1.78, -0.41, 0.35, 0.49, 0.35, -0.90, -0.58, -0.49, 0.27, 0.29, 0.39, -1.80, 0.41, 0.54, 0.37, 0.49, 0.53, 0.35, -1.98, -1.09, 0.83], "orbital_gap_ha": 0.356, "lumo_ha": 0.010, "homo_energy_ev": -9.4, "smiles": "CC1=C(C)[C@@]2(O)CC[C@H](C=O)[C@@]2(C)C1=O", "mol_weight_g_mol": 208.3}

---

Which of them is the most stable, and which is the least stable? model ii and model i, in that order.

---

Model i:
{"formula": "C6H11N2O2P", "method": "ωB97M-V/def2-TZVPD", "species": ["C", "H", "P", "H", "C", "C", "C", "C", "H", "O", "O", "H", "N", "H", "H", "C", "H", "H", "H", "H", "N", "H"], "coordinates": [[-0.843, -0.138, -1.888], [0.385, -1.188, -0.779], [-1.107, 1.054, -0.429], [-1.199, -0.090, 2.037], [0.784, 0.042, 1.956], [-0.530, -1.535, -1.308], [2.543, 0.237, 0.615], [1.642, 0.895, -0.198], [-0.308, 0.198, 3.694], [-1.154, 2.354, -1.424], [-1.470, -1.858, -0.395], [-0.458, -2.208, -2.136], [0.413, 1.086, 0.196], [3.542, 0.176, 0.364], [-2.345, -1.762, -0.654], [-0.392, -0.303, 2.693], [-0.131, 0.354, -2.612], [-1.469, 3.047, -0.854], [-1.761, -0.134, -2.581], [-0.286, -1.291, 2.986], [1.972, -0.156, 1.795], [2.173, 1.220, -1.078]], "mulliken_charge": [-0.87, 0.22, -0.04, 0.22, 0.77, -0.33, -0.63, 0.02, 0.34, -0.43, -0.46, 0.33, -0.28, 0.50, 0.31, -0.95, 0.36, 0.33, 0.39, 0.31, -0.45, 0.33], "orbital_gap_ha": 0.324, "lumo_ha": 0.030, "homo_energy_ev": -8.0, "mol_weight_g_mol": 174.1}

---

Model ii:
{"formula": "C6H11N2O2P", "method": "ωB97M-V/def2-TZVPD", "species": ["C", "H", "H", "C", "H", "N", "C", "H", "C", "H", "C", "P", "H", "H", "C", "O", "N", "H", "H", "O", "H", "H"], "coordinates": [[0.789, -1.870, 1.632], [0.690, -2.731, 2.329], [1.213, -1.001, 2.141], [1.941, 2.996, -2.269], [-2.706, -2.342, 1.866], [0.171, 0.081, -1.981], [-1.951, 0.647, 0.789], [1.300, -2.129, 0.622], [2.167, 1.661, -2.163], [-1.278, -3.390, 0.808], [1.001, 0.880, -1.851], [-1.948, -2.158, 0.614], [1.016, 3.484, -2.091], [-2.584, 0.247, 1.560], [-0.631, -0.016, 1.216], [-0.697, -0.709, -1.924], [-0.542, -1.350, 1.270], [2.778, 3.632, -2.588], [-2.316, 0.411, -0.177], [0.355, 0.669, 1.487], [-1.914, 1.696, 0.945], [3.146, 1.290, -2.235]], "mulliken_charge": [-0.87, 0.30, 0.38, -0.65, 0.07, 0.51, -1.62, 0.25, -0.47, 0.05, 0.42, -0.14, 0.28, 0.61, 0.86, -0.67, 0.09, 0.24, 0.39, -0.68, 0.29, 0.34], "orbital_gap_ha": 0.346, "lumo_ha": 0.020, "homo_energy_ev": -8.9, "smiles": "C=CC#[N+][O-].CC(=O)N(C)P", "mol_weight_g_mol": 174.1}

---

Which of them is the most stable, and which is the least stable? model i and model ii, in that order.

---

Model i:
{"formula": "C2H5O2P", "method": "ωB97M-V/def2-TZVPD", "species": ["H", "H", "H", "H", "C", "P", "O", "H", "O", "C"], "coordinates": [[2.084, -0.746, 0.569], [-2.014, -0.946, -0.049], [1.507, 0.908, 1.248], [-0.143, 0.684, -2.045], [1.364, 0.105, 0.416], [-1.327, 1.015, -0.201], [-0.401, -1.361, 0.407], [1.541, 0.617, -0.478], [-2.531, -0.085, -0.148], [-0.080, -0.191, 0.282]], "mulliken_charge": [0.27, 0.41, 0.26, -0.01, -0.77, 0.12, -0.61, 0.25, -0.44, 0.52], "orbital_gap_ha": [0.315, 0.315], "lumo_ha": [-0.036, -0.036], "homo_energy_ev": [-9.6, -9.6], "mol_weight_g_mol": 92.0}

---

Model ii:
{"formula": "C2H5O2P", "method": "ωB97M-V/def2-TZVPD", "species": ["O", "P", "H", "H", "C", "H", "O", "C", "H", "H"], "coordinates": [[-2.562, 0.487, -0.248], [-1.187, 0.201, 0.305], [1.276, -0.771, 0.806], [0.241, 1.100, -1.311], [0.444, 0.747, -0.268], [-1.094, 0.184, 1.664], [-0.582, -1.244, -0.083], [0.830, -0.744, -0.084], [1.448, -1.391, -0.826], [1.186, 1.430, 0.043]], "mulliken_charge": [-0.63, 0.63, 0.28, 0.25, -0.58, 0.05, -0.36, -0.27, 0.24, 0.39], "orbital_gap_ha": 0.422, "lumo_ha": 0.031, "homo_energy_ev": -10.7, "mol_weight_g_mol": 92.0}

---

Which of them is the most stable, and which is the least stable? model ii and model i, in that order.

---

Model i:
{"formula": "C16H20Cl8F4O12", "method": "ωB97M-V/def2-TZVPD", "species": ["C", "O", "Cl", "H", "C", "O", "F", "O", "C", "F", "H", "O", "C", "C", "Cl", "H", "O", "Cl", "C", "F", "C", "F", "C", "H", "H", "C", "Cl", "Cl", "C", "O", "H", "O", "H", "Cl", "H", "H", "H", "O", "C", "O", "H", "H", "O", "C", "H", "C", "O", "H", "Cl", "H", "Cl", "C", "H", "O", "H", "C", "C", "H", "H", "H"], "coordinates": [[7.419, -3.144, -5.228], [7.034, -4.242, -5.872], [9.864, -8.159, 0.368], [8.108, -5.353, -7.251], [7.890, -3.711, -0.319], [6.260, 1.043, -3.485], [8.075, -6.176, -5.535], [7.975, 1.093, -2.093], [6.892, -1.880, -1.033], [6.256, -0.976, -0.292], [5.451, -3.169, -2.231], [8.837, -4.421, 0.086], [2.676, -0.007, -0.420], [3.399, 0.796, -1.481], [10.219, -0.868, -2.894], [10.392, -2.060, -0.777], [8.747, -2.976, -5.348], [7.137, -8.834, 0.587], [5.918, -3.109, -1.248], [3.118, 0.289, -2.726], [8.097, 3.301, -1.726], [9.054, 3.839, -2.449], [7.087, 1.711, -2.854], [7.955, 1.839, -0.313], [0.697, -3.638, -3.396], [9.306, -4.222, -5.726], [12.593, -1.577, -1.569], [3.563, -5.077, -0.035], [2.043, 2.110, -0.330], [7.130, 3.003, -2.665], [8.302, -8.252, -1.430], [1.426, 3.075, 0.032], [2.088, -4.797, -3.686], [2.845, -2.734, -3.241], [4.445, 0.659, -1.208], [2.770, -7.205, -0.213], [9.640, 2.020, -0.952], [7.853, -2.402, -0.257], [3.795, -6.843, -0.132], [2.855, 2.053, -1.278], [7.244, -1.455, -1.973], [3.310, -0.521, 0.303], [1.876, 0.950, 0.232], [8.276, -7.931, -0.389], [2.073, -0.797, -0.869], [8.578, 1.984, -1.196], [6.785, -4.169, -0.862], [9.780, -4.566, -4.807], [4.579, -7.299, -1.688], [8.046, -6.866, -0.419], [1.346, -3.475, -5.588], [8.128, -5.058, -6.202], [10.051, -4.132, -6.516], [6.572, -2.331, -4.800], [5.073, -2.967, -0.574], [10.886, -2.021, -1.748], [1.672, -3.804, -3.855], [4.432, -7.183, 0.684], [10.867, -3.035, -2.148], [7.739, 4.037, -1.006]], "mulliken_charge": [0.65, -0.28, -0.17, 0.22, 0.57, -0.54, -0.27, -0.03, 0.44, -0.38, 0.02, -0.62, -0.23, 1.04, -0.10, 0.13, -0.27, -0.17, 0.17, -0.28, 0.21, -0.29, 0.57, 0.33, 0.28, -0.35, -0.19, -0.09, 0.62, -0.35, 0.25, -0.59, 0.23, 0.06, -0.21, 0.32, 0.30, -0.29, -0.32, -0.36, 0.19, 0.19, -0.37, 0.47, 0.17, -0.49, -0.14, 0.24, -0.15, -0.38, -0.18, 0.33, 0.29, -0.58, -0.04, -0.02, -0.35, 0.25, 0.22, 0.33], "orbital_gap_ha": 0.401, "lumo_ha": 0.006, "homo_energy_ev": -10.8, "smiles": "O=C1OC[C@@H](F)O1.O=C1OC[C@@H](F)O1.O=C1OC[C@@H](F)O1.O=C1OC[C@@H](F)O1.ClCCl.ClCCl.ClCCl.ClCCl", "mol_weight_g_mol": 763.9}

---

Model ii:
{"formula": "C16H20Cl8F4O12", "method": "ωB97M-V/def2-TZVPD", "species": ["H", "F", "Cl", "O", "H", "H", "C", "H", "H", "O", "O", "H", "H", "C", "C", "H", "H", "C", "Cl", "H", "O", "O", "H", "O", "F", "H", "H", "H", "C", "O", "C", "Cl", "C", "Cl", "C", "O", "Cl", "O", "O", "C", "C", "O", "H", "C", "C", "C", "O", "H", "H", "H", "C", "Cl", "F", "Cl", "H", "H", "C", "Cl", "F", "C"], "coordinates": [[4.091, 14.417, -23.014], [-1.928, 9.372, -17.733], [6.336, 9.476, -23.569], [4.533, 5.884, -21.403], [5.329, 7.401, -23.240], [4.275, 13.385, -16.096], [0.286, 9.600, -16.947], [0.524, 8.849, -17.704], [2.659, 4.764, -17.916], [8.362, 11.940, -15.662], [3.132, 11.905, -18.694], [4.329, 8.297, -20.630], [0.831, 10.476, -17.290], [4.379, 9.063, -19.862], [1.281, 10.847, -21.490], [2.469, 2.993, -19.512], [6.198, 9.702, -16.560], [-1.200, 9.702, -16.628], [5.476, 12.629, -22.247], [7.867, 11.161, -17.551], [3.601, 13.951, -17.954], [-1.366, 8.707, -15.649], [6.797, 7.290, -24.263], [6.896, 13.446, -14.801], [5.686, 13.153, -17.562], [3.009, 11.435, -16.694], [8.950, 10.155, -16.532], [-1.602, 10.657, -16.296], [7.167, 12.405, -15.249], [6.218, 11.412, -15.415], [4.227, 5.192, -20.513], [7.223, 7.133, -21.943], [4.871, 13.799, -23.432], [6.051, 9.302, -19.347], [6.359, 7.705, -23.367], [0.812, 9.163, -15.684], [1.594, 9.215, -22.091], [3.972, 3.879, -20.650], [-0.017, 7.655, -14.235], [3.572, 4.547, -18.461], [6.861, 10.238, -15.890], [4.006, 5.601, -19.242], [4.526, 10.958, -17.405], [8.110, 10.840, -16.537], [2.881, 13.215, -18.842], [4.378, 13.093, -17.138], [2.168, 13.684, -19.644], [5.708, 14.382, -23.788], [4.040, 10.001, -20.285], [4.191, 2.562, -19.145], [3.764, 11.731, -17.428], [4.110, 12.942, -24.798], [7.210, 9.486, -14.775], [3.349, 8.581, -18.505], [2.197, 11.230, -21.061], [0.919, 11.478, -22.287], [-0.143, 8.419, -15.093], [0.122, 10.821, -20.138], [4.525, 4.294, -17.505], [3.493, 3.345, -19.418]], "mulliken_charge": [0.24, -0.28, -0.13, -0.40, 0.10, 0.35, 0.03, 0.25, 0.28, -0.36, 0.26, 0.14, -0.17, 0.47, 0.25, 0.28, -0.01, 0.41, -0.10, 0.23, -0.37, -0.35, 0.38, -0.48, -0.32, 0.22, 0.37, 0.29, 0.63, -0.35, 0.44, -0.14, -0.31, -0.16, -0.19, -0.30, -0.16, -0.39, -0.47, 0.31, 0.67, -0.18, -0.49, -0.39, 0.33, 0.33, -0.49, 0.33, -0.30, 0.26, 0.26, -0.16, -0.32, -0.10, -0.38, 0.40, 0.56, -0.12, -0.32, -0.38], "orbital_gap_ha": 0.405, "lumo_ha": 0.008, "homo_energy_ev": -10.8, "smiles": "O=C1OC[C@@H](F)O1.O=C1OC[C@@H](F)O1.O=C1OC[C@@H](F)O1.O=C1OC[C@@H](F)O1.ClCCl.ClCCl.ClCCl.ClCCl", "mol_weight_g_mol": 763.9}

---

Which of them is the most stable, and which is the least stable? model ii and model i, in that order.